--- i ---
Density functional theory data (ωB97M-V/def2-TZVPD) for C2H4OS2 in the gas phase.

- E_HOMO (eV) = -8.76
- LUMO (Eh) = -0.0102
- charge = 0
- gap between HOMO and LUMO (Ha) = 0.312
- SMILES = OCC(=S)S

Cartesian coordinates (Å):
1 O -0.552 -2.102 -0.033
2 C -0.770 -0.935 0.718
3 C -0.060 0.234 0.191
4 S -0.196 1.788 0.776
5 S 0.923 -0.291 -1.135
6 H -1.306 -2.201 -0.582
7 H -1.827 -0.670 0.823
8 H -0.458 -1.036 1.793
9 H 1.339 0.983 -1.465

---

--- ii ---
Density functional theory data (ωB97M-V/def2-TZVPD) for 2 unconnected molecules or ions with the total composition C2H4OS2.

- E_HOMO (alpha / beta) (eV) = -8.09 / -8.09
- LUMO (alpha / beta) (Eh) = -0.0149 / -0.0151
- charge = 0
- gap between HOMO and LUMO (alpha / beta) (Ha) = 0.282 / 0.282

Cartesian coordinates (Å):
1 C -2.280 -0.256 0.575
2 C 1.573 0.318 -0.699
3 O -2.409 0.883 0.895
4 S -0.033 -1.214 1.162
5 S 0.950 0.431 1.038
6 H -2.860 -0.845 -0.067
7 H 2.041 -0.753 -0.691
8 H 2.358 1.032 -0.784
9 H 0.661 0.405 -1.429

---

Need the numbers? Relative energies in kJ/mol: i 0.0; ii 136.1.

---

--- i ---
Density functional theory data (ωB97M-V/def2-TZVPD) for 2 unconnected molecules or ions with the total composition C2H4OS2.

- E_HOMO (eV) = -9.35
- LUMO (Eh) = -0.0128
- charge = 0
- gap between HOMO and LUMO (Ha) = 0.331

Cartesian coordinates (Å):
1 C 0.066 0.552 0.679
2 C 0.189 0.501 -0.598
3 O 0.922 -1.476 -1.966
4 S -1.664 -0.973 -2.964
5 S -0.343 -0.895 -1.543
6 H 0.821 0.972 1.299
7 H -0.609 0.019 1.280
8 H 1.431 1.325 -1.336
9 H -0.729 -1.630 -0.492

---

--- ii ---
Density functional theory data (ωB97M-V/def2-TZVPD) for 2 unconnected molecules or ions with the total composition C2H4OS2.

- E_HOMO (alpha / beta) (eV) = -8.87 / -8.87
- LUMO (alpha / beta) (Eh) = -0.0309 / -0.0309
- charge = 0
- gap between HOMO and LUMO (alpha / beta) (Ha) = 0.295 / 0.295

Cartesian coordinates (Å):
1 C -0.582 1.303 -0.366
2 C -0.149 -0.068 -0.157
3 O -0.433 0.732 0.910
4 S -0.996 -1.549 -0.583
5 S 2.337 -0.570 -0.012
6 H 0.002 2.113 -0.530
7 H -1.691 1.421 -0.773
8 H -0.659 -2.448 0.270
9 H 2.170 -0.933 1.241

---

--- iii ---
Density functional theory data (ωB97M-V/def2-TZVPD) for C2H4OS2 in the gas phase.

- E_HOMO (eV) = -8.92
- LUMO (Eh) = 0.0089
- charge = 0
- gap between HOMO and LUMO (Ha) = 0.337
- SMILES = OC(=S)CS

Cartesian coordinates (Å):
1 O -1.694 0.838 -0.146
2 C -0.809 -0.105 -0.141
3 S -1.314 -1.718 -0.126
4 C 0.626 0.428 -0.060
5 S 2.005 -0.751 -0.243
6 H -2.492 0.381 -0.369
7 H 0.756 0.922 0.882
8 H 0.859 1.062 -0.858
9 H 2.064 -1.058 1.061

---

--- iv ---
Density functional theory data (ωB97M-V/def2-TZVPD) for C2H4OS2 in the gas phase.

- E_HOMO (alpha / beta) (eV) = -8.11 / -8.11
- LUMO (alpha / beta) (Eh) = -0.0386 / -0.0385
- charge = 0
- gap between HOMO and LUMO (alpha / beta) (Ha) = 0.260 / 0.260
- SMILES = CC(=S)SO

Cartesian coordinates (Å):
1 C -1.133 0.584 -0.063
2 C -0.326 -0.602 0.037
3 S -1.023 -2.670 -0.007
4 S 1.258 -0.930 0.372
5 O 2.100 0.561 0.361
6 H -0.532 1.332 -0.689
7 H -1.507 1.168 0.825
8 H -1.834 0.282 -0.772
9 H 2.997 0.275 -0.065

---

Need the numbers? Relative energies in kJ/mol: i 462.9; ii 317.3; iii 0.0; iv 300.4.